Entry 1:
C36H37BrGeN4O2RbS | ωB97M-V/def2-TZVPD

The calculation puts the gap between HOMO and LUMO (spin up / spin down) at 6.3 / 7.8 eV. As for the relative energy (zero: lowest compared OMol25 entry of this formula, charge and spin): 0.0 kcal per mole. As for the highest occupied orbital energy (spin up / spin down): -6.39 / -8.05 eV. As for the net charge: 0. As for the spin multiplicity: 2. The calculation puts the LUMO energy (spin up / spin down) at -0.043 / -0.266 eV.

Atoms and positions in Å:
Rb -1.79 1.95 0.89
O 3.19 -0.17 3.11
C 3.43 -0.33 1.76
C 4.59 -1.00 1.40
C 4.85 -1.22 0.06
C 3.98 -0.76 -0.92
C 2.84 -0.09 -0.53
C 2.53 0.13 0.80
C 1.21 0.82 1.16
O 0.59 1.40 0.14
N 0.40 -0.28 1.83
N -0.55 0.13 2.68
C -0.97 -0.66 3.60
C -2.06 -0.31 4.48
Br -3.22 1.10 3.92
C -2.33 -0.93 5.64
C -1.52 -1.99 6.25
C -2.18 -3.04 6.89
C -1.46 -4.06 7.49
C -0.07 -4.04 7.46
C 0.59 -2.99 6.84
C -0.13 -1.96 6.24
H 2.48 0.47 3.23
H 5.26 -1.34 2.17
H 5.75 -1.75 -0.23
H 4.19 -0.93 -1.97
H 2.13 0.30 -1.25
H 1.41 1.56 1.99
H 0.92 -1.10 2.12
H -0.54 -1.66 3.75
H -3.23 -0.65 6.17
H -3.26 -3.05 6.92
H -1.98 -4.87 7.97
H 0.50 -4.83 7.92
H 1.67 -2.96 6.83
H 0.40 -1.14 5.78
C -2.44 -0.80 -0.52
Ge -1.04 -0.09 -1.71
C -2.07 0.89 -3.08
C -3.28 1.48 -2.72
C -4.01 2.26 -3.60
C -3.54 2.47 -4.89
C -2.35 1.87 -5.28
C -1.63 1.09 -4.39
C -0.21 -1.68 -2.49
C -0.65 -2.93 -2.17
C -0.05 -4.09 -2.69
C 1.02 -3.99 -3.53
C 1.55 -2.72 -3.87
C 2.67 -2.60 -4.71
C 3.19 -1.38 -5.03
C 2.60 -0.21 -4.49
C 1.51 -0.31 -3.68
C 0.94 -1.56 -3.34
H -3.16 -1.28 -1.19
H -3.01 -0.07 0.06
H -2.06 -1.53 0.18
H -3.69 1.34 -1.72
H -4.93 2.72 -3.27
H -4.10 3.08 -5.59
H -1.98 2.01 -6.29
H -0.71 0.63 -4.74
H -1.50 -3.05 -1.51
H -0.44 -5.06 -2.42
H 1.50 -4.88 -3.93
H 3.12 -3.50 -5.11
H 4.05 -1.29 -5.67
H 3.02 0.76 -4.72
H 1.08 0.60 -3.25
C -0.54 5.46 1.17
N -0.37 4.87 -0.14
C -1.37 4.53 -0.97
S -3.00 4.71 -0.53
N -1.02 3.94 -2.12
C 0.32 3.49 -2.44
H 0.29 6.14 1.37
H -0.56 4.70 1.95
H -1.48 6.01 1.19
H 0.56 4.54 -0.37
H -1.79 3.58 -2.67
H 1.01 4.34 -2.51
H 0.28 3.02 -3.42
H 0.68 2.77 -1.70

Entry 2:
C36H37NP2SZr | ωB97M-V/def2-TZVPD

The calculation puts the gap between HOMO and LUMO (spin up / spin down) at 2.1 / 2.1 eV. As for the relative energy (zero: lowest compared OMol25 entry of this formula, charge and spin): 84.2 kcal per mole. As for the highest occupied orbital energy (spin up / spin down): -10.82 / -10.82 eV. As for the net charge: +2. The calculation puts the LUMO energy (spin up / spin down) at -8.761 / -8.763 eV.

Atoms and positions in Å:
Zr 0.44 -0.41 -2.40
C -2.28 -0.42 -0.43
C -2.53 -0.42 -1.75
C -2.92 0.84 -2.54
C -1.85 1.92 -2.89
C -0.46 1.71 -2.30
C -0.30 1.68 -0.89
C -1.40 1.93 0.08
C -2.40 0.78 0.44
C 2.38 0.45 -2.35
H -1.87 -1.33 0.08
H -2.74 -1.36 -2.28
H -3.72 1.36 -1.98
H -3.37 0.53 -3.50
H -1.76 2.08 -3.98
H -2.19 2.89 -2.49
H 0.32 2.29 -2.82
H 0.69 1.98 -0.51
H -1.95 2.83 -0.23
H -0.93 2.21 1.03
H -2.13 0.40 1.45
H -3.42 1.23 0.52
H 2.90 0.29 -1.40
H 2.56 1.48 -2.67
H 2.82 -0.21 -3.11
P -0.14 -1.76 -8.66
P 1.50 0.36 -8.86
C -1.05 -0.31 -9.29
C -0.18 0.71 -9.46
C -0.63 -3.08 -9.84
C -1.80 -2.94 -10.60
C -2.17 -3.93 -11.50
C -1.37 -5.07 -11.65
C -0.18 -5.20 -10.91
C 0.20 -4.20 -10.02
C -1.06 -2.14 -7.14
C -0.80 -1.30 -6.04
C -1.55 -1.42 -4.89
C -2.53 -2.40 -4.78
C -2.73 -3.29 -5.84
C -1.99 -3.19 -7.02
C 2.39 0.86 -10.44
C 2.28 0.03 -11.57
C 2.82 0.44 -12.80
C 3.49 1.67 -12.90
C 3.64 2.48 -11.77
C 3.13 2.06 -10.54
C 1.81 1.78 -7.74
C 3.05 1.85 -7.06
C 3.38 3.01 -6.37
C 2.49 4.09 -6.32
C 1.25 4.00 -6.96
C 0.90 2.84 -7.65
H -2.10 -0.36 -9.56
H -0.35 1.65 -9.97
H -2.42 -2.05 -10.49
H -3.08 -3.80 -12.10
H -1.67 -5.86 -12.35
H 0.45 -6.09 -11.04
H 1.13 -4.28 -9.46
H 0.01 -0.55 -6.10
H -1.42 -0.67 -4.08
H -3.12 -2.50 -3.87
H -3.47 -4.08 -5.76
H -2.11 -3.90 -7.84
H 1.78 -0.94 -11.49
H 2.73 -0.21 -13.67
H 3.91 1.98 -13.85
H 4.17 3.43 -11.83
H 3.30 2.67 -9.65
H 3.75 1.01 -7.14
H 4.35 3.07 -5.87
H 2.76 4.99 -5.78
H 0.55 4.84 -6.94
H -0.07 2.79 -8.16
S 1.11 -0.44 2.40
C 0.95 -0.58 0.83
N 0.80 -0.79 -0.37

Entry 3:
C36H37NP2Sr | ωB97M-V/def2-TZVPD

The calculation puts the gap between HOMO and LUMO at 5.2 eV. As for the relative energy (zero: lowest compared OMol25 entry of this formula, charge and spin): 26.6 kcal per mole. As for the highest occupied orbital energy: -5.69 eV. As for the net charge: 0. The calculation puts the LUMO energy at -0.529 eV.

Atoms and positions in Å:
Sr -1.67 0.63 -1.54
C -5.35 3.31 3.32
C -4.10 2.92 3.53
C -3.59 1.56 3.92
C -3.55 0.59 2.73
C -4.92 0.13 2.28
C -6.11 0.33 2.88
C -6.48 1.18 4.09
C -6.59 2.68 3.88
C -4.20 1.51 -2.00
H -5.49 4.27 2.80
H -3.26 3.60 3.34
H -4.13 1.09 4.73
H -2.55 1.72 4.22
H -2.99 1.04 1.89
H -2.99 -0.32 3.07
H -4.88 -0.58 1.41
H -6.97 -0.27 2.54
H -5.86 1.02 4.97
H -7.50 0.84 4.33
H -7.36 2.90 3.15
H -6.91 3.14 4.84
H -4.41 2.55 -2.26
H -4.86 1.30 -1.13
H -4.49 0.80 -2.76
P 3.03 0.77 -1.10
P 1.86 -1.74 -2.38
C 3.13 -0.78 -0.14
C 2.75 -1.91 -0.79
C 4.79 1.32 -0.87
C 5.62 0.86 0.16
C 6.93 1.37 0.29
C 7.41 2.30 -0.64
C 6.60 2.71 -1.70
C 5.30 2.22 -1.82
C 2.07 1.73 0.12
C 0.72 1.35 0.25
C -0.10 2.04 1.13
C 0.44 3.05 1.94
C 1.79 3.39 1.84
C 2.61 2.75 0.91
C 2.79 -3.19 -3.19
C 4.16 -3.01 -3.46
C 4.93 -4.07 -3.94
C 4.34 -5.32 -4.16
C 2.97 -5.49 -3.93
C 2.19 -4.42 -3.46
C 0.27 -2.49 -1.87
C -0.80 -2.33 -2.77
C -1.97 -3.06 -2.58
C -2.10 -3.88 -1.46
C -1.09 -3.95 -0.51
C 0.10 -3.24 -0.71
H 3.52 -0.76 0.89
H 2.97 -2.93 -0.43
H 5.27 0.12 0.87
H 7.55 1.01 1.11
H 8.43 2.69 -0.52
H 6.99 3.42 -2.43
H 4.67 2.53 -2.66
H 0.40 0.40 -0.22
H -1.17 1.79 1.20
H -0.21 3.56 2.65
H 2.21 4.16 2.49
H 3.67 3.03 0.83
H 4.63 -2.04 -3.27
H 6.00 -3.93 -4.13
H 4.95 -6.17 -4.51
H 2.51 -6.46 -4.10
H 1.13 -4.58 -3.28
H -0.67 -1.74 -3.69
H -2.76 -3.04 -3.34
H -2.99 -4.51 -1.33
H -1.18 -4.57 0.38
H 0.90 -3.32 0.03
N -3.34 3.73 0.29
C -3.00 2.71 -0.19

Entry 4:
C36H38BCl2N9O2PSYb | ωB97M-V/def2-TZVPD

The calculation puts the gap between HOMO and LUMO at 6.7 eV. As for the relative energy (zero: lowest compared OMol25 entry of this formula, charge and spin): 49.4 kcal per mole. As for the highest occupied orbital energy: -7.27 eV. As for the net charge: 0. As for the spin multiplicity: 2. The calculation puts the LUMO energy at -0.559 eV.

Atoms and positions in Å:
Yb 1.57 0.25 0.56
S 2.20 -2.27 0.86
C 0.71 -3.08 0.97
N 0.42 -4.38 1.04
N 1.33 -5.33 0.79
C 1.01 -6.64 0.84
C -0.17 -7.10 1.37
C -0.28 -8.46 1.51
C 0.73 -9.31 1.22
C 1.93 -8.90 0.76
C 2.03 -7.52 0.52
N -0.46 -2.31 1.36
N -0.46 -1.10 1.21
C -1.76 -0.61 1.57
C -2.78 -1.48 1.45
C -4.06 -1.05 1.85
C -4.21 0.29 2.37
C -3.09 1.05 2.56
C -1.87 0.68 2.06
H 2.29 -5.07 0.69
H -0.89 -6.46 1.82
H -1.17 -8.82 2.00
H 0.44 -10.33 1.38
H 2.78 -9.52 0.54
H 3.01 -7.25 0.16
H -2.54 -2.50 1.17
H -4.86 -1.77 1.61
H -5.20 0.67 2.67
H -3.37 2.07 2.93
H -1.05 1.31 2.13
B 3.43 2.47 1.97
N 4.43 1.45 1.31
C 5.75 1.49 1.24
C 6.19 0.38 0.40
C 4.97 -0.20 0.00
N 3.93 0.39 0.62
N 2.60 1.83 3.07
C 2.63 2.01 4.41
C 1.70 1.16 4.98
C 1.15 0.48 3.94
N 1.63 0.92 2.81
H 4.12 3.33 2.53
H 2.73 2.79 1.06
H 6.20 2.20 1.88
H 7.19 0.16 0.06
H 4.78 -1.01 -0.73
H 3.29 2.70 4.89
H 1.37 1.02 5.99
H 0.32 -0.27 3.97
C 0.88 -2.52 -2.45
P 0.96 -0.69 -2.28
C 2.34 -0.40 -3.36
C -0.55 -0.25 -3.25
H 0.47 -2.94 -3.43
H 0.25 -2.87 -1.67
H 1.90 -2.95 -2.18
H 2.01 -0.64 -4.35
H 3.10 -1.14 -3.03
H 2.74 0.69 -3.35
H -0.51 -0.71 -4.24
H -0.82 0.84 -3.35
H -1.41 -0.73 -2.76
Cl -2.09 5.19 -3.50
C -3.07 3.73 -3.48
C -4.23 3.68 -4.30
C -5.09 2.62 -4.21
C -4.93 1.61 -3.22
C -3.78 1.60 -2.53
Cl -3.56 0.43 -1.25
C -2.80 2.66 -2.59
N -1.68 2.68 -1.70
C -1.66 3.78 -0.76
C -2.92 4.32 -0.43
C -2.97 5.54 0.24
C -1.81 6.19 0.57
C -0.61 5.70 0.14
C -0.50 4.48 -0.49
C 0.78 3.94 -1.04
C 0.96 2.52 -0.80
O 0.20 1.94 0.08
O 1.95 1.89 -1.24
H -4.33 4.55 -4.95
H -5.94 2.60 -4.84
H -5.72 0.89 -3.15
H -1.36 1.82 -1.38
H -3.75 3.67 -0.81
H -3.89 5.94 0.55
H -1.95 7.09 1.11
H 0.28 6.29 0.16
H 1.71 4.46 -0.71
H 0.76 4.15 -2.12

Entry 5:
C36H38BCrF4N7S2Se | ωB97M-V/def2-TZVPD

The calculation puts the gap between HOMO and LUMO (spin up / spin down) at 5.1 / 5.2 eV. As for the relative energy (zero: lowest compared OMol25 entry of this formula, charge and spin): 33.5 kcal per mole. As for the highest occupied orbital energy (spin up / spin down): -3.38 / -3.44 eV. As for the net charge: -1. As for the spin multiplicity: 2. The calculation puts the LUMO energy (spin up / spin down) at 1.723 / 1.726 eV.

Atoms and positions in Å:
Cr 0.18 -0.84 1.08
C -0.65 -5.41 1.96
C -0.51 -4.06 1.30
S -0.01 -2.77 2.38
C -0.75 -3.84 -0.01
C -1.20 -4.94 -0.94
S -0.62 -2.27 -0.75
H -0.48 -5.31 3.03
H 0.09 -6.12 1.56
H -1.64 -5.84 1.80
H -1.04 -5.93 -0.51
H -0.64 -4.87 -1.88
H -2.26 -4.83 -1.17
C -0.36 -0.41 -4.00
C -0.07 1.01 -4.44
C 0.16 1.25 -5.79
C 0.30 2.53 -6.30
C 0.19 3.62 -5.44
C -0.01 3.40 -4.09
C -0.10 2.11 -3.57
N -0.28 2.00 -2.18
C 0.27 1.08 -1.30
N 1.44 0.56 -1.72
C 2.24 -0.47 -1.18
C 1.83 -1.24 -0.09
C 2.68 -2.28 0.28
C 3.88 -2.54 -0.37
C 4.28 -1.72 -1.42
C 3.47 -0.68 -1.83
C 3.90 0.23 -2.96
N -0.26 0.87 -0.13
C -1.48 1.55 0.13
C -2.64 1.14 -0.52
C -3.85 1.77 -0.30
C -3.91 2.85 0.57
C -2.75 3.28 1.20
C -1.53 2.66 0.99
C -0.29 3.18 1.66
H -0.96 -0.90 -4.77
H -0.90 -0.46 -3.06
H 0.55 -0.99 -3.87
H 0.20 0.40 -6.47
H 0.49 2.68 -7.36
H 0.25 4.63 -5.83
H -0.08 4.24 -3.42
H -0.86 2.70 -1.75
H 1.74 0.90 -2.62
H 2.38 -2.94 1.09
H 4.49 -3.37 -0.06
H 5.23 -1.89 -1.92
H 4.91 -0.03 -3.29
H 3.91 1.28 -2.64
H 3.25 0.15 -3.84
H -2.58 0.28 -1.18
H -4.75 1.41 -0.79
H -4.85 3.34 0.77
H -2.79 4.12 1.88
H -0.54 3.69 2.59
H 0.25 3.89 1.01
H 0.39 2.37 1.90
F -0.40 -0.39 4.89
B -0.69 0.81 4.23
F -1.96 1.27 4.60
F 0.28 1.78 4.46
F -0.73 0.54 2.80
C -5.22 -1.22 3.81
N -4.35 -1.33 2.67
C -4.68 -1.78 1.41
C -3.54 -1.70 0.67
N -2.52 -1.20 1.44
C -3.04 -1.00 2.63
H -6.16 -0.75 3.52
H -4.73 -0.61 4.57
H -5.44 -2.21 4.23
H -5.68 -2.11 1.16
H -3.37 -1.98 -0.35
H -2.52 -0.64 3.50
Se 2.33 -1.29 3.56
N 1.78 -0.21 2.25
C 2.71 0.75 2.11
C 2.71 1.76 1.13
C 3.74 2.66 1.08
C 4.81 2.59 2.01
C 4.85 1.62 2.96
C 3.82 0.66 3.02
N 3.79 -0.37 3.87
H 1.90 1.83 0.42
H 3.74 3.43 0.32
H 5.61 3.32 1.95
H 5.66 1.55 3.68

Which formula does entry 1 have?
C36H37BrGeN4O2RbS